[1]
Below is a structure of composition C53H129F6LiN8O21S2 in a non-equilibrium geometry, with properties calculated with ωB97M-V/def2-TZVPD.

The geometry in ORCA input format:
```
! RIJCOSX wB97M-V def2-TZVPD def2/J DEFGRID3
* xyz 0 1
Li -8.91567 -4.06191 17.51308
C -10.88972 -0.83660 16.89194
F -11.93705 -0.11784 16.53637
F -10.29777 -1.30527 15.80914
F -10.04327 -0.10132 17.58324
S -11.55118 -2.25554 17.96264
O -12.50603 -1.58837 18.80837
O -12.04994 -3.20325 17.00281
N -10.07040 -2.92779 18.60048
S -10.17880 -2.56308 20.09533
O -10.18739 -1.13745 20.37113
O -11.21066 -3.33815 20.76844
C -8.55957 -3.11985 20.87092
F -8.67783 -2.95385 22.19225
F -8.32081 -4.41567 20.64785
F -7.56727 -2.34879 20.42556
C -14.55835 -2.42966 22.71627
C -13.98285 -3.70094 23.30982
C -12.63730 -3.39445 23.98082
O -14.90402 -4.17210 24.29289
H -14.81399 -1.75199 23.53019
H -15.33674 -2.61036 21.97907
H -13.75216 -1.93805 22.16098
H -13.78930 -4.43792 22.52670
H -11.83330 -3.47689 23.24185
H -12.35665 -4.22004 24.64648
H -12.60877 -2.45236 24.52443
H -14.69017 -5.08580 24.50110
C -12.64756 2.63577 14.50399
C -12.03267 1.96303 13.27962
C -10.52469 1.73386 13.43040
O -12.63904 0.68587 13.00262
H -13.72039 2.75240 14.32538
H -12.19805 3.59456 14.75823
H -12.61245 2.04111 15.41971
H -12.17125 2.60511 12.40400
H -10.12081 1.47361 12.45507
H -10.41973 0.92790 14.15808
H -10.06814 2.63118 13.84625
H -13.36093 0.94303 12.41798
C -5.37590 -2.65837 18.20565
C -6.53564 -2.10512 17.41912
C -6.09805 -1.11849 16.35715
O -7.20114 -3.20013 16.75924
H -4.68780 -3.28776 17.63192
H -5.72408 -3.36112 18.97050
H -4.80205 -1.91393 18.75936
H -7.25538 -1.67905 18.11811
H -5.21405 -1.50814 15.83680
H -5.80444 -0.12987 16.71092
H -6.83233 -0.98372 15.56125
H -6.58366 -3.63223 16.15926
C -7.00063 -6.34953 18.77544
O -8.09944 -5.73042 18.15254
C -8.81372 -6.57637 17.25649
C -10.19293 -6.02565 16.90787
N -10.08855 -4.88630 15.96754
C -9.80348 -5.33910 14.60963
C -9.15603 -4.24013 13.78555
O -10.20317 -3.33399 13.47787
C -9.73559 -2.21501 12.76475
H -6.43627 -5.56345 19.27355
H -6.36025 -6.89727 18.07902
H -7.32363 -7.03708 19.56538
H -8.81467 -7.57326 17.71119
H -8.18101 -6.78328 16.38022
H -10.66550 -5.73315 17.85290
H -10.91592 -6.78291 16.59000
H -10.91402 -4.30305 15.97738
H -10.70430 -5.63667 14.05917
H -9.15876 -6.22096 14.58390
H -8.73444 -4.67634 12.87520
H -8.38003 -3.82633 14.43861
H -8.98631 -1.65787 13.33550
H -10.57482 -1.55344 12.53642
H -9.35461 -2.48613 11.77023
C -9.39534 1.31074 22.25136
O -8.57048 2.46302 22.35611
C -9.25892 3.64661 22.66506
C -9.75386 3.73782 24.12347
N -10.35701 5.01145 24.45330
C -11.05992 4.95151 25.74058
C -11.48769 6.36139 26.09728
O -12.44859 6.77293 25.12061
C -12.60154 8.16501 25.14389
H -10.02501 1.15748 23.12908
H -8.74369 0.45177 22.11833
H -10.01787 1.40029 21.35744
H -10.10363 3.78162 21.98037
H -8.53697 4.45375 22.53444
H -8.96557 3.40036 24.80103
H -10.49462 2.92059 24.21056
H -11.05647 5.19008 23.73926
H -10.38287 4.55992 26.50088
H -11.93018 4.28763 25.69344
H -10.67193 7.08425 26.12523
H -12.00427 6.34706 27.06586
H -12.89597 8.49112 26.15108
H -13.32133 8.53197 24.41531
H -11.67874 8.72790 24.94339
C -8.55855 -7.61647 26.46921
O -9.41565 -7.42435 25.36856
C -8.84576 -6.55732 24.40437
C -9.64476 -6.32274 23.15632
N -9.59226 -7.50266 22.28661
C -10.40203 -7.34528 21.08125
C -10.19371 -8.54063 20.16229
O -10.94656 -8.31416 18.96602
C -10.79141 -9.41069 18.08490
H -7.60346 -8.06173 26.15915
H -9.05724 -8.39418 27.04776
H -8.36083 -6.69808 27.02791
H -7.84395 -6.93182 24.16203
H -8.70088 -5.57754 24.88728
H -9.22106 -5.42834 22.70779
H -10.69287 -6.12355 23.41021
H -9.84716 -8.35599 22.76625
H -10.05401 -6.42528 20.60612
H -11.46832 -7.25477 21.31219
H -10.52939 -9.45970 20.65145
H -9.14901 -8.58005 19.83450
H -11.57487 -9.30376 17.33435
H -10.91235 -10.36565 18.59897
H -9.85001 -9.43512 17.52494
C -5.92379 -5.75176 22.64841
O -5.29961 -6.74143 23.43514
C -4.35431 -6.23419 24.35428
C -5.01124 -5.51502 25.53170
N -4.03029 -5.21855 26.59789
C -4.65931 -4.40749 27.63246
C -3.66587 -4.00546 28.69483
O -2.73521 -3.00581 28.28635
C -1.90220 -2.60015 29.36296
H -6.97865 -5.97934 22.50454
H -5.46459 -5.59802 21.66811
H -5.93047 -4.77343 23.13875
H -3.62850 -5.56725 23.87777
H -3.84461 -7.11994 24.73933
H -5.77154 -6.20113 25.92663
H -5.46389 -4.58254 25.19572
H -3.86156 -6.13842 26.99632
H -5.47259 -4.91130 28.17784
H -5.15479 -3.51839 27.23656
H -3.06906 -4.86899 29.01800
H -4.18547 -3.64401 29.58990
H -2.38547 -2.67652 30.34111
H -1.68346 -1.56102 29.13138
H -1.00256 -3.21752 29.42037
C -19.61505 -3.59685 19.14992
O -18.48253 -2.80150 19.05315
C -18.68515 -1.44172 19.35457
C -17.43113 -0.67284 18.99940
N -17.09356 -0.75150 17.58162
C -15.71880 -0.23966 17.42684
C -15.21500 -0.36788 15.98984
O -14.87328 -1.70959 15.75685
C -14.09628 -1.89263 14.56971
H -20.37885 -3.36049 18.39704
H -20.06896 -3.59922 20.15073
H -19.36465 -4.64064 18.94836
H -18.95757 -1.32628 20.41314
H -19.57150 -1.04797 18.83644
H -16.64000 -1.05985 19.66400
H -17.49445 0.36975 19.32086
H -17.06597 -1.73580 17.32593
H -15.06331 -0.75433 18.13846
H -15.68285 0.82952 17.65352
H -14.32444 0.26931 15.94142
H -15.99060 -0.00457 15.30783
H -13.69605 -2.89934 14.50274
H -13.30087 -1.14945 14.60496
H -14.76771 -1.68538 13.73170
C -20.20390 -5.12202 15.47491
O -19.05824 -4.68727 16.17538
C -17.98860 -5.63218 16.11776
C -16.67204 -4.91270 16.34773
N -16.39936 -4.81247 17.78656
C -15.11189 -4.21324 18.09616
C -14.92333 -4.06868 19.60710
O -14.77059 -5.25424 20.37173
C -13.65557 -6.01151 20.00376
H -20.01909 -5.25815 14.41044
H -21.01932 -4.44230 15.72489
H -20.56935 -6.04289 15.95460
H -17.93025 -6.13522 15.14836
H -18.19265 -6.30683 16.95252
H -16.68475 -3.95072 15.81731
H -15.82091 -5.48662 15.96298
H -17.08857 -4.13190 18.11661
H -14.99387 -3.20156 17.69016
H -14.30563 -4.85567 17.73250
H -15.69257 -3.42633 20.04072
H -14.03000 -3.47605 19.85334
H -13.65975 -6.35449 18.96207
H -13.66946 -6.94533 20.56884
H -12.72420 -5.47005 20.20434
C -17.59790 1.64690 22.71500
O -16.61672 1.53865 21.70337
C -15.35923 1.13661 22.20448
C -14.37314 0.92510 21.05913
N -13.70636 2.15081 20.65690
C -12.85753 1.87030 19.48922
C -12.22971 3.12551 18.91830
O -13.26253 3.98768 18.42270
C -12.66571 5.14698 17.87256
H -17.32744 2.47957 23.37574
H -17.56141 0.78088 23.38398
H -18.57604 1.80594 22.27824
H -15.46813 0.23909 22.82186
H -14.96289 1.90256 22.88453
H -14.84420 0.37647 20.23153
H -13.61478 0.21232 21.39864
H -14.39815 2.80340 20.29412
H -13.45456 1.40367 18.69251
H -12.06264 1.15698 19.72134
H -11.63057 2.85129 18.04201
H -11.61164 3.64532 19.65428
H -11.94726 5.61188 18.55107
H -13.44327 5.88228 17.66463
H -12.20754 4.88753 16.91346
*
```

For the gap between HOMO and LUMO, the calculation gives 7.8 eV. The value obtained for the LUMO energy is -0.2907 eV.

Mulliken atomic charge list, values in e, 5 entries: number 1, Li, carries 0.891; number 2, C, carries -0.294; number 3, F, carries -0.180; number 4, F, carries 0.000; number 5, F, carries -0.143

***

[2]
Below is the molecule CH2Cl2N2 in a non-equilibrium geometry, with properties calculated with ωB97M-V/def2-TZVPD.

The geometry in ORCA input format:
```
! RIJCOSX wB97M-V def2-TZVPD def2/J DEFGRID3
* xyz 0 1
N -0.14824 0.06340 0.24230
C -1.74140 0.11772 0.00977
Cl -2.27949 1.73412 0.07524
N -2.38240 -0.94344 -0.11398
Cl -4.08760 -0.83404 -0.21666
H 0.14111 -0.89116 0.06050
H 0.29142 0.71998 -0.38704
*
```

Its structure (SMILES) is N/C(Cl)=N/Cl. For the gap between HOMO and LUMO, the calculation gives 10.9 eV. The value obtained for the LUMO energy is 0.6732 eV.

Mulliken atomic charge list, values in e, 5 entries: number 1, N, carries -0.527; number 2, C, carries 0.523; number 3, Cl, carries -0.138; number 4, N, carries -0.283; number 5, Cl, carries -0.081

***

[3]
Below is the molecule C4H5N3 in a non-equilibrium geometry, with properties calculated with ωB97M-V/def2-TZVPD.

The geometry in ORCA input format:
```
! RIJCOSX wB97M-V def2-TZVPD def2/J DEFGRID3
* xyz 0 3
C 0.80663 -0.96473 -0.00703
C 0.27267 0.31115 -0.06372
C -1.83046 -0.80745 0.09798
C -1.24503 0.48782 -0.07962
N 2.11442 -0.99949 0.00925
N 1.29688 1.16429 0.06771
N 2.38356 0.33291 0.03483
H -1.87441 -1.59243 -0.78972
H -2.49671 -0.98560 0.93719
H -1.39784 1.18865 0.78802
H -1.44121 1.15337 -1.07345
H 3.41150 0.71151 0.07857
*
```

Its expectation value of S² is 2.010. For the gap between HOMO and LUMO (alpha / beta), the calculation gives 9.6 / 8.4 eV. The value obtained for the LUMO energy (alpha / beta) is 1.2332 / -1.2912 eV.

Mulliken atomic charge list, values in e, 5 entries: number 1, C, carries 0.195; number 2, C, carries 0.326; number 3, C, carries -0.860; number 4, C, carries 0.007; number 5, N, carries -0.534

***

[4]
Below is the molecule C3H6N2S3 in a non-equilibrium geometry, with properties calculated with ωB97M-V/def2-TZVPD.

The geometry in ORCA input format:
```
! RIJCOSX wB97M-V def2-TZVPD def2/J DEFGRID3
* xyz 0 1
H -1.15253 -1.29865 -0.74985
N -0.37550 -0.65931 -0.94922
C -0.53653 0.36101 -0.14384
N -1.74730 0.71483 0.47623
S -3.30773 0.36990 -0.23521
C 0.44940 1.45631 -0.14674
S 0.20081 3.11468 -0.22387
S 2.15305 0.70842 -0.27109
C 2.32986 -1.05669 0.24368
H -1.71471 1.61401 0.73915
H -3.34887 -1.03679 0.40085
H 3.16152 -1.32931 0.84936
H 1.31044 -1.16079 0.72494
H 2.57812 -1.79762 -0.71442
*
```

Its structure (SMILES) is [H]/N=C(\NS)C(=S)SC. For the gap between HOMO and LUMO, the calculation gives 7.7 eV. The value obtained for the LUMO energy is -1.2867 eV.

Mulliken atomic charge list, values in e, 5 entries: number 1, H, carries 0.175; number 2, N, carries -0.530; number 3, C, carries 0.530; number 4, N, carries -0.354; number 5, S, carries -0.140